1.
{"formula": "C5H10O", "method": "ωB97M-V with the def2-TZVPD basis set", "gap_ev": 9.78, "smiles": "C=CC.C=CO", "elements": ["C", "C", "C", "H", "H", "H", "H", "H", "H", "C", "C", "O", "H", "H", "H", "H"], "xyz": [[-1.981835, -0.573541, -2.078482], [-0.731459, -0.536909, -1.649202], [0.241863, 0.544308, -1.985962], [-2.682098, -1.307184, -1.690389], [-2.419146, 0.251277, -2.622577], [-0.447045, -1.320978, -0.963219], [0.920456, 0.742699, -1.160086], [-0.317289, 1.467506, -2.154309], [0.834963, 0.383694, -2.883513], [-0.399221, -0.240488, 1.970942], [0.916679, -0.157508, 2.154835], [1.643994, 0.845740, 1.588917], [-0.810851, -1.133042, 2.408250], [-0.918181, 0.646985, 1.650312], [1.441246, -0.878426, 2.779836], [2.521240, 0.875660, 1.996012]], "atomic_forces_ev_per_a": [[-0.509, 0.301, 0.657], [-0.135, -0.239, -0.125], [-0.182, 0.591, 0.176], [0.143, -0.121, -0.260], [0.043, -0.001, -0.380], [0.413, -0.136, -0.002], [0.116, -0.090, 0.081], [0.049, 0.043, -0.078], [0.056, -0.347, -0.045], [1.289, 0.061, 0.914], [-0.537, -0.021, -0.188], [0.539, 0.141, 0.451], [-0.776, 0.170, -0.046], [-0.471, -0.348, -0.549], [0.215, -0.035, -0.412], [-0.253, 0.031, -0.194]]}


2.
{"formula": "C5H10O", "method": "ωB97M-V with the def2-TZVPD basis set", "gap_ev": 10.19, "smiles": "C/C=C/C=O.C", "elements": ["C", "C", "C", "C", "O", "H", "H", "H", "H", "H", "H", "C", "H", "H", "H", "H"], "xyz": [[1.813411, -0.817974, 0.317228], [0.639927, -0.572926, -0.574697], [-0.468519, -1.317522, -0.630255], [-1.604002, -0.891596, -1.476890], [-1.679326, 0.197427, -2.009451], [2.665219, -1.205912, -0.253612], [2.136545, 0.122877, 0.777537], [1.575348, -1.529846, 1.113231], [0.675710, 0.306311, -1.219872], [-0.584211, -2.223647, -0.036177], [-2.426591, -1.627233, -1.593055], [-0.548692, 1.910707, 1.119039], [0.427982, 2.213475, 0.727778], [-0.436443, 1.551388, 2.145253], [-1.224413, 2.767215, 1.097972], [-0.961947, 1.117257, 0.495972]], "atomic_forces_ev_per_a": [[-0.007, -0.043, 0.050], [-0.105, -0.119, -0.022], [0.189, 0.111, 0.035], [-0.005, 0.261, -0.165], [-0.004, -0.480, 0.165], [-0.095, 0.077, 0.047], [-0.044, -0.154, -0.069], [0.048, 0.059, -0.154], [-0.008, -0.156, 0.100], [0.014, 0.151, -0.088], [0.086, 0.095, 0.002], [-0.019, 0.046, 0.007], [-0.180, -0.053, 0.067], [-0.012, 0.072, -0.128], [0.092, -0.064, 0.052], [0.048, 0.197, 0.102]]}


3.
{"formula": "C5H10O", "method": "ωB97M-V with the def2-TZVPD basis set", "gap_ev": 11.10, "smiles": "C=C[C@@H](C)CO", "elements": ["C", "C", "C", "C", "C", "O", "H", "H", "H", "H", "H", "H", "H", "H", "H", "H"], "xyz": [[1.495124, 1.105061, -0.393528], [0.887952, 0.564549, 0.660726], [-0.471498, -0.096292, 0.598010], [-1.521652, 0.783781, -0.088496], [-0.275871, -1.470458, -0.119094], [1.061227, -1.908420, -0.128287], [2.524033, 1.446543, -0.349122], [0.988800, 1.187628, -1.353047], [1.435142, 0.456747, 1.595208], [-0.812661, -0.287195, 1.623173], [-1.614467, 1.745311, 0.428218], [-2.508604, 0.308224, -0.090036], [-1.254998, 0.994270, -1.131088], [-0.664728, -1.403778, -1.148234], [-0.840366, -2.249376, 0.396712], [1.572562, -1.176597, -0.501121]], "atomic_forces_ev_per_a": [[-0.061, 0.024, 0.100], [0.096, 0.153, -0.089], [0.046, 0.033, 0.056], [-0.035, 0.018, -0.059], [-0.461, 0.065, -0.028], [0.119, -0.202, -0.128], [-0.147, 0.103, 0.056], [0.088, 0.032, 0.090], [-0.027, 0.094, -0.125], [0.142, 0.031, -0.150], [0.006, -0.168, -0.063], [0.158, -0.015, 0.003], [-0.022, -0.079, 0.167], [0.030, 0.060, 0.124], [-0.043, 0.093, -0.056], [0.111, -0.243, 0.100]]}


4.
{"formula": "C5H10O", "method": "ωB97M-V with the def2-TZVPD basis set", "gap_ev": 10.63, "smiles": "C[C@H]1CCOC1", "elements": ["C", "C", "C", "C", "O", "C", "H", "H", "H", "H", "H", "H", "H", "H", "H", "H"], "xyz": [[1.894918, 0.159124, 0.023481], [0.406856, 0.462648, 0.134895], [-0.423481, 0.011331, -1.072236], [-1.805869, -0.196744, -0.461891], [-1.582329, -0.651123, 0.864159], [-0.278939, -0.284118, 1.292812], [2.364626, 0.743853, -0.774799], [2.424562, 0.382746, 0.956840], [2.042121, -0.904078, -0.201408], [0.269532, 1.544965, 0.268181], [-0.424388, 0.740463, -1.888910], [-0.030973, -0.936622, -1.460519], [-2.400392, -0.952247, -0.987294], [-2.382464, 0.741918, -0.454331], [-0.342256, 0.337410, 2.196984], [0.268472, -1.199525, 1.564029]], "atomic_forces_ev_per_a": [[0.064, -0.027, -0.010], [-0.037, 0.047, 0.020], [0.001, -0.040, -0.044], [-0.078, 0.082, -0.288], [-0.105, -0.031, 0.058], [0.268, 0.072, 0.170], [-0.072, -0.087, 0.101], [-0.089, -0.012, -0.132], [0.017, 0.137, 0.044], [-0.024, -0.182, 0.031], [0.000, -0.113, 0.125], [-0.057, 0.094, 0.062], [0.089, 0.117, 0.094], [0.111, -0.106, 0.048], [-0.046, -0.084, -0.156], [-0.040, 0.132, -0.123]]}


5.
{"formula": "C5H10O", "method": "ωB97M-V with the def2-TZVPD basis set", "gap_ev": 11.09, "smiles": "CC[C@@]1(C)CO1", "elements": ["C", "C", "C", "C", "C", "O", "H", "H", "H", "H", "H", "H", "H", "H", "H", "H"], "xyz": [[1.963422, -0.197045, 0.177117], [0.817896, 0.692146, -0.303423], [-0.589712, 0.089219, -0.212125], [-0.812016, -1.197107, 0.556428], [-1.747035, 0.976176, -0.369619], [-1.314170, 0.156209, -1.445687], [1.991676, -1.149929, -0.359728], [1.901432, -0.412064, 1.248938], [2.920494, 0.301400, -0.000494], [0.970857, 0.934626, -1.363023], [0.853052, 1.649678, 0.235962], [-0.078099, -1.965488, 0.295841], [-0.760908, -1.043014, 1.641108], [-1.809037, -1.578409, 0.315394], [-1.602809, 2.053881, -0.488925], [-2.705041, 0.689719, 0.072235]], "atomic_forces_ev_per_a": [[0.045, -0.041, 0.004], [-0.026, 0.096, -0.044], [0.107, 0.026, 0.250], [0.019, -0.070, 0.005], [-0.160, 0.219, 0.190], [-0.059, -0.084, -0.207], [-0.019, 0.102, 0.061], [-0.044, 0.006, -0.137], [-0.102, -0.034, 0.030], [-0.038, -0.009, 0.196], [-0.064, -0.233, -0.041], [-0.111, 0.107, -0.019], [0.064, 0.074, -0.183], [0.153, 0.055, 0.049], [0.038, -0.273, -0.073], [0.197, 0.059, -0.080]]}


6.
{"formula": "C5H10O", "method": "ωB97M-V with the def2-TZVPD basis set", "gap_ev": [7.75, 8.12], "elements": ["C", "C", "C", "C", "O", "C", "H", "H", "H", "H", "H", "H", "H", "H", "H", "H"], "xyz": [[1.776738, -0.061550, 0.019731], [0.598127, 0.801169, -0.294672], [-0.431208, 0.321022, -1.199149], [-1.501203, -0.494197, -0.383464], [-0.909155, -1.207858, 0.643480], [-0.668888, -0.081869, 1.471300], [2.446382, -0.176489, -0.843563], [2.373383, 0.349203, 0.841736], [1.436141, -1.072024, 0.296392], [0.716885, 1.875044, -0.162342], [-0.943369, 1.089486, -1.784566], [-0.004766, -0.426722, -1.884683], [-2.165518, -1.140197, -0.977100], [-1.368702, 0.626490, 0.685394], [-1.428396, -0.082794, 2.263364], [0.316313, -0.076811, 1.944854]], "atomic_forces_ev_per_a": [[-0.020, -0.069, 0.085], [0.727, 0.459, -0.284], [-0.542, -0.370, -0.016], [0.112, -0.566, -0.839], [-0.026, 0.040, -0.093], [-0.814, 0.048, 0.546], [-0.101, 0.027, 0.078], [-0.084, -0.057, -0.125], [0.124, 0.155, -0.065], [-0.038, -0.168, 0.030], [0.107, -0.083, 0.094], [-0.034, 0.108, 0.015], [0.020, 0.181, 0.101], [0.583, 0.169, 0.681], [0.094, -0.052, -0.005], [-0.108, 0.179, -0.202]]}


7.
{"formula": "C5H10O", "method": "ωB97M-V with the def2-TZVPD basis set", "gap_ev": 9.73, "smiles": "COC1=CCC1.[H][H]", "elements": ["C", "O", "C", "C", "C", "C", "H", "H", "H", "H", "H", "H", "H", "H", "H", "H"], "xyz": [[0.222024, -1.218821, 1.978783], [-0.017611, 0.120051, 1.587741], [0.253803, 0.358780, 0.298141], [0.779917, -0.317008, -0.733060], [0.571061, 0.851193, -1.681391], [-0.053982, 1.612414, -0.467805], [1.239389, -1.527599, 1.713879], [-0.490708, -1.889902, 1.489081], [0.085783, -1.262220, 3.058752], [1.165468, -1.321169, -0.878290], [-0.139904, 0.670862, -2.494762], [1.475657, 1.313942, -2.095231], [0.466137, 2.524176, -0.156073], [-1.125763, 1.819416, -0.564615], [-2.576781, -0.856572, -0.445936], [-1.854491, -0.877542, -0.609214]], "atomic_forces_ev_per_a": [[0.047, -0.241, 0.093], [-0.015, 0.151, -0.152], [0.047, 0.100, -0.054], [0.071, -0.158, 0.046], [0.009, 0.034, -0.210], [-0.078, 0.124, 0.092], [-0.064, 0.056, 0.075], [0.050, 0.027, 0.015], [0.038, -0.020, -0.110], [-0.047, 0.187, 0.058], [0.090, 0.030, 0.074], [-0.163, -0.100, 0.113], [-0.050, -0.177, -0.017], [0.159, 0.000, -0.010], [-0.157, -0.008, 0.011], [0.062, -0.005, -0.024]]}


8.
{"formula": "C5H10O", "method": "ωB97M-V with the def2-TZVPD basis set", "spin_multiplicity": 2, "s_squared": 0.76, "charge": 1, "gap_ev": [9.10, 5.25], "elements": ["C", "C", "C", "C", "C", "H", "H", "H", "H", "H", "H", "H", "H", "H", "H", "O"], "xyz": [[0.296592, 1.158953, 1.523034], [1.582945, 1.440521, 1.171960], [-0.831643, 1.179274, 0.592377], [-1.480372, -0.170945, 0.623401], [-0.889417, -1.338673, 0.228717], [0.003199, 0.702291, 2.472868], [2.420442, 0.880088, 1.602738], [1.822591, 2.114196, 0.347058], [-0.553597, 1.465625, -0.442472], [-1.740938, 1.766503, 0.810090], [-2.272999, -0.340162, 1.374710], [-1.163749, -2.296931, 0.655283], [-0.375141, -1.326224, -0.725676], [1.495198, -1.152188, -3.689650], [0.491255, -2.020952, -2.951328], [1.195635, -2.061377, -3.593110]], "atomic_forces_ev_per_a": [[-2.214, -1.231, 0.316], [1.459, -0.335, -0.536], [-1.853, 1.091, -2.407], [1.119, -2.361, 2.212], [-0.741, 0.941, -0.821], [0.681, 0.157, 0.110], [-0.263, 0.524, 0.236], [-0.179, -0.111, 0.139], [0.096, -0.039, 0.477], [0.928, 0.928, 0.524], [0.310, 0.532, -0.285], [-0.298, 0.064, -0.299], [0.954, -0.151, 0.392], [0.044, -0.020, -0.133], [-0.351, -0.078, 0.147], [0.307, 0.089, -0.073]]}


9.
{"formula": "C5H10O2", "method": "ωB97M-V with the def2-TZVPD basis set", "charge": -2, "gap_ev": 6.49, "smiles": "[O-]CCCCC[O-]", "elements": ["O", "C", "C", "C", "C", "C", "O", "H", "H", "H", "H", "H", "H", "H", "H", "H", "H"], "xyz": [[-3.296430, 0.409709, 0.981000], [-2.064179, 0.394978, 1.352830], [-1.008114, 0.566331, 0.126778], [0.391468, 0.850132, 0.448645], [1.491136, -0.410944, 0.230378], [1.752565, -0.584387, -1.286574], [2.559887, -1.454829, -1.939610], [-1.706655, -0.447824, 2.047903], [-1.548089, 1.337906, 1.895121], [-1.592851, 1.236536, -0.541163], [-0.867188, -0.414588, -0.442335], [0.873983, 1.497805, -0.308531], [0.516882, 1.374907, 1.440659], [2.406448, 0.148426, 0.626831], [1.270020, -1.281060, 0.842280], [0.810157, -0.485729, -1.810913], [2.352368, 0.497911, -1.313332]], "atomic_forces_ev_per_a": [[-1.522, -0.006, 0.167], [3.568, 1.122, -0.201], [-1.922, -2.939, -0.812], [3.178, -0.300, -0.231], [-0.048, 2.578, 1.533], [2.599, 2.289, -1.021], [-0.347, -0.747, 1.285], [-0.201, 0.186, -0.514], [-1.357, -0.409, 0.370], [0.743, -0.011, 0.319], [-1.050, 0.897, 0.352], [-0.450, 0.328, 0.326], [0.016, -0.671, -0.613], [-0.737, -1.430, -0.006], [-0.228, -0.318, 0.041], [-0.837, 0.347, -0.162], [-1.405, -0.916, -0.833]]}


10.
{"formula": "C5H10O2", "method": "ωB97M-V with the def2-TZVPD basis set", "gap_ev": 10.89, "smiles": "C[C@@]1(CCO)CO1", "elements": ["C", "C", "C", "C", "O", "C", "O", "H", "H", "H", "H", "H", "H", "H", "H", "H", "H"], "xyz": [[0.012412, 1.061770, 1.686491], [-0.101380, 0.600360, 0.253497], [-0.700752, -0.792364, 0.036932], [0.217431, -1.831928, -0.624115], [0.907789, -1.376330, -1.760715], [-0.153449, 1.532607, -0.876956], [1.089020, 0.957934, -0.479667], [-0.930336, 0.986039, 2.237461], [0.744539, 0.410962, 2.180781], [0.387282, 2.087449, 1.741871], [-1.618189, -0.680548, -0.552481], [-1.006282, -1.199417, 1.008858], [-0.405672, -2.666481, -0.961738], [0.908091, -2.229215, 0.136431], [1.432153, -0.613902, -1.466046], [-0.263654, 2.606495, -0.730348], [-0.519002, 1.146568, -1.830256]], "atomic_forces_ev_per_a": [[-0.012, 0.027, 0.015], [-0.102, -0.077, 0.166], [-0.026, 0.000, -0.035], [-0.181, -0.225, 0.283], [0.129, 0.102, -0.051], [-0.178, 0.197, -0.064], [0.230, -0.084, -0.039], [0.070, 0.019, -0.167], [-0.133, 0.100, 0.005], [-0.097, -0.122, -0.044], [0.161, -0.022, 0.024], [0.045, 0.060, -0.127], [0.109, 0.035, 0.137], [0.020, 0.084, -0.153], [-0.175, -0.062, -0.206], [0.164, -0.146, 0.071], [-0.025, 0.114, 0.186]]}


11.
{"formula": "C5H10O2", "method": "ωB97M-V with the def2-TZVPD basis set", "gap_ev": [6.62, 8.29], "elements": ["C", "C", "C", "C", "O", "C", "O", "H", "H", "H", "H", "H", "H", "H", "H", "H", "H"], "xyz": [[1.779004, 0.578026, -1.223145], [0.549990, 0.093981, -0.501609], [-0.253598, 1.130849, 0.266167], [-1.333934, 0.430981, 1.035042], [-1.367357, -1.625379, 1.578628], [-0.366263, -1.024988, -0.791241], [0.773724, -1.150173, 0.133904], [1.595957, 1.485933, -1.807949], [2.545498, 0.808699, -0.471192], [2.176668, -0.204385, -1.874727], [-0.734418, 1.751473, -0.504387], [0.348216, 1.780935, 0.915070], [-2.363401, 0.487503, 0.703714], [-1.225085, 0.449793, 2.113360], [-0.388775, -1.665604, 1.520597], [-0.198363, -1.624184, -1.696665], [-1.537863, -1.703460, 0.604432]], "atomic_forces_ev_per_a": [[-0.048, -0.037, -0.164], [-0.048, 0.491, 0.041], [0.017, -0.004, 0.083], [-0.127, 0.682, 0.052], [0.147, -0.654, -0.209], [0.880, -0.075, -0.353], [-0.244, -0.104, -0.029], [-0.046, -0.150, 0.057], [-0.117, -0.009, -0.144], [-0.090, 0.106, 0.042], [0.152, -0.025, 0.124], [-0.009, -0.159, -0.036], [0.172, -0.028, -0.088], [-0.090, -0.008, -0.183], [-0.267, -0.035, 0.202], [-0.183, -0.010, 0.212], [-0.100, 0.017, 0.393]]}


12.
{"formula": "C5H10O2", "method": "ωB97M-V with the def2-TZVPD basis set", "gap_ev": 10.97, "smiles": "CC[C@H]1O[C@@H]1CO", "elements": ["C", "C", "C", "O", "C", "C", "O", "H", "H", "H", "H", "H", "H", "H", "H", "H", "H"], "xyz": [[-2.451265, -0.646274, -0.345620], [-1.363575, 0.407943, -0.519310], [-0.092724, 0.027004, 0.194471], [0.619276, -1.020107, -0.434248], [1.176353, 0.555912, -0.264043], [2.405757, 0.450006, 0.576377], [2.315170, -0.671033, 1.380588], [-3.367886, -0.360977, -0.871328], [-2.114827, -1.607617, -0.739231], [-2.699101, -0.781647, 0.710682], [-1.148966, 0.549789, -1.584266], [-1.700276, 1.370447, -0.123510], [-0.198616, -0.103842, 1.269664], [1.220951, 1.238881, -1.124745], [2.397015, 1.403906, 1.136295], [3.320263, 0.477253, -0.037276], [1.682450, -1.289648, 0.775503]], "atomic_forces_ev_per_a": [[-0.059, -0.022, 0.009], [-0.130, 0.159, 0.045], [-0.687, 0.327, 0.354], [0.930, 2.096, -0.855], [-0.332, -1.800, -0.757], [-0.163, 0.868, -0.021], [-1.186, -1.657, -0.943], [0.149, -0.046, 0.068], [-0.039, 0.048, 0.016], [0.006, 0.003, -0.060], [0.055, -0.013, 0.114], [-0.042, 0.018, -0.014], [-0.098, -0.064, 0.110], [-0.183, -0.857, -0.031], [0.249, -0.317, 0.351], [-0.207, -0.162, -0.045], [1.740, 1.419, 1.660]]}


Ordered ΔE to the lowest compared entry with this formula, charge and spin results: 2.073, 1.147, 1.185, 0.448, 1.234, 6.051, 2.804, 2.047, 1.860, 2.263, 7.001, 2.972; unit eV.